DFT (the ωB97M-V functional and the def2-TZVPD basis) results for a cluster of 5 separate species, C34H68FIN5O16P2 in total.

Output
Spin multiplicity   1
DFT total energy   -105955.1535 eV
Orbital gap   7.2 eV
E_LUMO   -3.25 eV
Net charge   +1

Last column: Löwdin charge in e.
Atoms and positions in Å:
C: -0.32 -1.02 1.38  0.15
C: 0.45 -0.25 0.85  -0.12
N: 1.57 0.49 0.37  0.12
C: 2.16 -0.01 -0.82  -0.27
N: 2.80 -1.16 -0.84  0.16
C: 2.98 -2.08 0.31  -0.11
C: 1.82 -3.16 0.35  -0.15
C: 2.25 -4.49 -0.43  -0.22
O: 2.77 -4.08 -1.72  -0.11
N: 2.18 0.74 -2.04  -0.19
P: 0.81 0.55 -3.11  1.01
C: -0.23 -0.85 -2.34  -0.23
C: 1.21 -0.20 -4.80  -0.40
C: 2.24 -1.42 -4.78  -0.16
C: 2.77 2.11 -1.82  -0.32
C: 4.26 1.72 -1.32  -0.25
N: 5.33 2.68 -1.64  0.00
C: 2.80 2.98 -3.13  -0.19
N: 3.82 2.74 -4.15  -0.11
C: 4.15 1.40 -4.58  -0.14
C: 2.06 2.87 -0.57  -0.35
F: 1.15 3.81 -1.23  -0.11
P: 3.26 3.98 0.40  0.67
O: 2.59 4.62 1.81  -0.44
I: 3.64 6.14 -0.79  0.55
C: 1.09 1.93 0.28  -0.43
O: 1.00 2.23 1.65  0.04
O: -0.14 1.85 -0.42  -0.10
C: -1.26 2.52 0.17  -0.13
C: -2.45 2.83 -0.84  -0.29
C: -1.83 3.59 -2.12  -0.07
C: -3.24 1.57 -1.35  -0.14
C: -4.27 0.90 -0.33  -0.38
C: -3.93 -0.64 -0.09  -0.08
C: -4.48 1.68 1.03  -0.09
H: -1.16 -1.76 1.47  0.09
H: 3.24 -1.46 -1.73  0.16
H: 4.01 -2.54 0.34  0.14
H: 2.90 -1.47 1.27  0.14
H: 1.54 -3.37 1.43  0.13
H: 0.88 -2.80 -0.17  0.09
H: 1.32 -5.12 -0.54  0.13
H: 3.04 -4.98 0.20  0.11
H: 2.83 -4.90 -2.26  0.10
H: 0.40 -1.75 -2.05  0.03
H: -0.88 -1.21 -3.20  0.06
H: -0.91 -0.48 -1.53  0.01
H: 0.22 -0.61 -5.18  0.08
H: 1.48 0.65 -5.49  0.06
H: 2.92 -1.36 -3.89  0.04
H: 1.66 -2.38 -4.84  0.08
H: 2.90 -1.36 -5.70  0.08
H: 4.31 1.49 -0.21  0.10
H: 4.55 0.74 -1.84  0.11
H: 5.94 2.71 -0.81  0.08
H: 5.02 3.65 -1.75  -0.01
H: 1.78 3.10 -3.65  0.12
H: 3.01 4.05 -2.78  0.06
H: 3.80 3.44 -4.88  0.12
H: 3.64 1.18 -5.58  0.08
H: 5.27 1.37 -4.84  0.10
H: 3.99 0.55 -3.87  0.05
H: 2.78 4.08 2.60  0.08
H: 0.65 3.12 1.84  0.08
H: -0.91 3.55 0.52  0.11
H: -1.59 1.97 1.10  0.13
H: -3.16 3.60 -0.37  0.14
H: -1.20 4.46 -1.79  0.08
H: -2.68 3.91 -2.80  0.09
H: -1.22 2.81 -2.66  0.05
H: -3.84 1.92 -2.26  0.12
H: -2.56 0.75 -1.73  0.09
H: -5.28 0.90 -0.85  0.13
H: -2.86 -0.78 0.21  0.04
H: -4.14 -1.26 -1.02  0.08
H: -4.60 -1.07 0.73  0.08
H: -5.34 1.15 1.57  0.09
H: -3.60 1.64 1.74  0.07
H: -4.85 2.72 0.80  0.08
C: -5.03 -2.74 5.53  -0.04
O: -3.97 -2.13 4.79  -0.01
C: -3.09 -1.47 5.55  -0.61
O: -3.12 -1.36 6.75  0.13
O: -2.15 -0.95 4.74  -0.02
C: -1.13 -0.21 5.41  -0.04
H: -5.69 -3.24 4.82  0.09
H: -4.64 -3.48 6.23  0.10
H: -5.62 -1.98 6.06  0.10
H: -0.58 -0.85 6.10  0.10
H: -1.56 0.65 5.94  0.10
H: -0.44 0.16 4.65  0.08
C: -1.95 8.45 4.80  -0.04
O: -1.83 7.91 3.49  0.01
C: -0.82 7.06 3.33  -0.60
O: -0.03 6.73 4.19  0.13
O: -0.82 6.63 2.06  0.02
C: 0.22 5.71 1.76  -0.07
H: -2.81 9.13 4.81  0.10
H: -2.14 7.66 5.53  0.10
H: -1.06 9.02 5.07  0.10
H: 0.12 4.80 2.37  0.08
H: 1.19 6.16 1.90  0.08
H: 0.12 5.43 0.71  0.09
C: -6.87 -1.15 -3.77  -0.04
O: -6.03 -2.21 -3.33  -0.01
C: -6.53 -3.43 -3.54  -0.61
O: -7.59 -3.68 -4.05  0.13
O: -5.65 -4.33 -3.08  -0.01
C: -6.06 -5.69 -3.24  -0.04
H: -6.36 -0.21 -3.55  0.09
H: -7.03 -1.21 -4.85  0.10
H: -7.82 -1.16 -3.24  0.10
H: -6.19 -5.93 -4.30  0.10
H: -6.98 -5.88 -2.69  0.10
H: -5.27 -6.32 -2.83  0.09
C: 4.16 -7.66 4.95  -0.04
O: 4.24 -6.62 3.96  0.00
C: 5.24 -6.78 3.09  -0.61
O: 6.04 -7.68 3.07  0.14
O: 5.21 -5.75 2.23  -0.02
C: 6.23 -5.78 1.23  -0.05
H: 3.31 -7.43 5.59  0.09
H: 3.98 -8.63 4.47  0.10
H: 5.06 -7.68 5.55  0.10
H: 6.13 -6.67 0.61  0.10
H: 7.21 -5.73 1.69  0.10
H: 6.10 -4.90 0.59  0.08